{"formula": "C43H105BLiN6O2", "method": "ωB97M-V/def2-TZVPD", "e_tot_ev": -60208.2581, "total_charge": -1, "homo_energy_ev": -2.88, "orbital_gap_ha": 0.1876, "de_lowest_kj_mol": 0.0, "lumo_energy_ev": 2.23, "elements": ["Li", "B", "H", "H", "H", "H", "C", "C", "C", "C", "C", "C", "N", "O", "C", "C", "C", "H", "H", "H", "H", "H", "H", "H", "H", "H", "H", "H", "H", "H", "H", "H", "H", "H", "H", "C", "C", "N", "C", "C", "C", "C", "H", "H", "H", "H", "H", "H", "H", "H", "H", "H", "H", "H", "H", "H", "H", "C", "C", "N", "C", "C", "C", "C", "H", "H", "H", "H", "H", "H", "H", "H", "H", "H", "H", "H", "H", "H", "H", "C", "C", "N", "C", "C", "C", "C", "H", "H", "H", "H", "H", "H", "H", "H", "H", "H", "H", "H", "H", "H", "H", "C", "C", "N", "C", "C", "C", "C", "H", "H", "H", "H", "H", "H", "H", "H", "H", "H", "H", "H", "H", "H", "H", "C", "C", "N", "C", "C", "C", "C", "H", "H", "H", "H", "H", "H", "H", "H", "H", "H", "H", "H", "H", "H", "H", "C", "C", "C", "O", "C", "H", "H", "H", "H", "H", "H", "H", "H"], "positions_angstrom": [[-1.53481, -1.61485, 1.75001], [-3.48357, -1.71630, 2.98068], [-4.50545, -1.04974, 2.86574], [-3.49979, -2.52660, 3.92318], [-3.23650, -2.30923, 1.97959], [-2.59734, -0.97010, 3.29673], [-0.26443, 1.77788, -1.84738], [-0.00800, 0.43083, -1.19096], [1.45158, 0.04001, -1.46451], [2.38677, 1.01351, -0.75300], [2.10475, 0.91491, 0.75084], [0.64041, 1.17518, 1.12710], [-0.17177, 0.40355, 0.23145], [-1.47172, 0.16568, 0.74118], [0.39762, 2.67217, 1.08010], [0.49239, 0.61824, 2.50400], [-0.81452, -0.60768, -1.89725], [0.48051, 2.56488, -1.69963], [-1.20111, 2.19206, -1.45335], [-0.37941, 1.78517, -2.94686], [1.66338, 0.01707, -2.54793], [1.73895, -0.95695, -1.11249], [2.20126, 2.05848, -0.99167], [3.42488, 0.71979, -0.94524], [2.72341, 1.74240, 1.15150], [2.56683, 0.00761, 1.15594], [-0.63381, 2.91966, 0.80890], [1.08369, 3.16767, 0.39099], [0.47278, 3.18309, 2.05478], [1.27306, 1.01599, 3.15310], [0.48031, -0.46654, 2.43492], [-0.51209, 0.75132, 2.92660], [-0.72814, -1.59387, -1.45934], [-0.59377, -0.56953, -2.96946], [-1.87692, -0.33323, -1.85568], [2.45960, 4.41193, -6.59119], [2.92473, 4.61661, -5.13783], [4.19527, 3.98508, -4.82832], [4.18558, 2.53641, -4.85546], [5.60622, 1.99948, -5.07890], [4.77406, 4.56173, -3.63383], [4.06624, 4.29077, -2.29783], [3.23863, 4.69448, -7.29748], [1.52436, 4.93548, -6.79233], [2.20276, 3.36410, -6.72576], [3.06890, 5.69507, -4.98595], [2.08644, 4.36623, -4.45842], [3.81432, 2.10132, -3.91335], [3.53568, 2.25969, -5.67780], [5.57904, 0.93895, -5.33612], [6.00663, 2.50743, -5.95960], [6.22063, 2.15796, -4.19873], [4.83451, 5.64473, -3.77851], [5.81046, 4.21441, -3.57221], [4.15259, 3.23575, -2.03631], [3.01120, 4.55202, -2.41241], [4.42869, 4.88715, -1.46207], [0.15812, -2.43194, -5.16984], [-1.17879, -2.68323, -5.88533], [-1.77131, -1.54790, -6.59281], [-1.74274, -0.34709, -5.79456], [-2.90574, 0.56477, -6.13112], [-1.06265, -1.32322, -7.84974], [-1.32668, -2.45030, -8.84106], [0.90829, -1.93126, -5.78408], [0.59835, -3.37186, -4.82324], [0.10110, -1.76193, -4.30747], [-1.11708, -3.58008, -6.49292], [-1.85003, -2.91620, -5.04425], [-1.87157, -0.61984, -4.74055], [-0.80212, 0.23064, -5.81445], [-3.03235, 1.39359, -5.43886], [-2.90260, 0.96540, -7.15220], [-3.84520, 0.00125, -6.09370], [0.01595, -1.15923, -7.74976], [-1.53135, -0.40102, -8.20187], [-1.49784, -2.05475, -9.84700], [-2.24585, -2.99805, -8.63523], [-0.46756, -3.11992, -8.85574], [-1.55982, -4.01851, 0.27278], [-1.23700, -4.24086, 1.72228], [-0.43527, -3.17116, 2.32730], [-0.41640, -3.40535, 3.77879], [0.03877, -2.22540, 4.63122], [0.92971, -3.07757, 1.76101], [1.80530, -4.32496, 1.88747], [-2.18908, -3.14176, 0.13308], [-1.94798, -4.91290, -0.21689], [-0.62195, -3.88770, -0.28838], [-2.14170, -4.37296, 2.31444], [-0.70061, -5.19471, 1.86657], [-1.48230, -3.48942, 4.01323], [0.09712, -4.32740, 4.06839], [1.11830, -2.04751, 4.57984], [-0.48288, -1.28434, 4.46811], [-0.24418, -2.43964, 5.67228], [1.37435, -2.30892, 2.38968], [0.91369, -2.81076, 0.70866], [2.06720, -4.58349, 2.91842], [2.80191, -4.26017, 1.43440], [1.39743, -5.21896, 1.40195], [-0.79593, 0.39968, 8.46951], [-0.11976, 1.76240, 8.40035], [0.77683, 2.05598, 7.31516], [0.10194, 1.95378, 6.00983], [-0.76697, 3.17690, 5.73730], [1.96648, 1.21275, 7.39067], [3.02918, 1.57420, 6.38083], [-1.63838, 0.26009, 7.78224], [-1.34472, 0.38094, 9.42139], [-0.14191, -0.46464, 8.36808], [-0.95532, 2.47254, 8.33272], [0.35890, 2.04064, 9.34331], [0.85917, 1.92200, 5.23141], [-0.48455, 1.02751, 5.91950], [-1.01336, 3.13535, 4.66728], [-1.73261, 3.06591, 6.23528], [-0.30861, 4.13985, 5.92706], [1.65240, 0.14887, 7.32829], [2.32135, 1.29875, 8.42515], [2.78004, 1.35008, 5.35248], [3.95856, 1.07905, 6.67067], [3.20681, 2.64061, 6.56007], [-4.11168, 1.29683, -2.70047], [-4.78783, 0.10016, -2.02335], [-5.52492, 0.33282, -0.79222], [-6.85560, 0.76807, -1.09709], [-7.57275, 1.33813, 0.12039], [-5.43335, -0.91848, -0.06939], [-6.19442, -2.10789, -0.67957], [-3.02361, 1.19029, -2.62613], [-4.29854, 2.25501, -2.20179], [-4.41325, 1.45948, -3.73442], [-5.53971, -0.24667, -2.77127], [-4.10457, -0.73589, -1.92946], [-6.76560, 1.61894, -1.77718], [-7.42653, -0.06458, -1.52778], [-8.63790, 1.40767, -0.16203], [-7.56355, 0.66925, 0.98266], [-7.30828, 2.35344, 0.40358], [-5.71665, -0.80814, 0.97788], [-4.39095, -1.22604, 0.01562], [-6.20149, -2.11821, -1.77322], [-7.25058, -2.09681, -0.38850], [-5.73493, -3.03074, -0.32620], [4.27833, -1.70512, 4.85299], [4.96178, -1.00417, 3.70145], [5.14183, -2.12563, 2.64662], [4.58953, -3.28192, 3.24053], [4.58636, -3.17159, 4.64475], [3.20707, -1.51785, 4.75580], [4.52925, -1.30795, 5.84007], [5.92415, -0.51564, 3.88531], [4.36764, -0.19656, 3.26894], [6.16513, -2.36731, 2.34965], [4.54401, -1.90839, 1.76063], [5.55912, -3.50335, 5.03358], [3.78200, -3.75712, 5.09009]], "forces_ev_per_a": [[-0.453, 1.553, -0.292], [-0.524, 0.025, 1.269], [0.128, -0.310, 0.094], [-0.343, -0.022, -0.227], [0.067, -0.391, -0.809], [0.618, 0.451, -0.140], [-0.935, 1.512, -0.740], [1.671, -0.104, -0.207], [1.081, 0.769, -0.515], [-0.360, -0.872, 0.596], [1.614, 1.159, -0.348], [0.864, -0.410, -0.853], [-0.546, -1.927, 0.761], [0.020, -0.182, -0.366], [-0.775, 1.318, 0.555], [-1.348, -0.458, 0.853], [-1.943, 0.324, -0.326], [0.065, -0.323, 0.370], [0.042, -0.142, -0.008], [-0.036, -0.554, 0.195], [-0.204, 0.229, 0.094], [-0.572, -0.102, 0.178], [0.303, -0.075, -0.615], [0.037, 0.399, -0.040], [-0.235, -0.253, 0.444], [-0.613, -0.248, 0.054], [0.074, -0.356, -0.315], [-0.134, 0.128, -0.012], [0.493, -0.324, -0.053], [0.029, -0.187, 0.190], [0.803, -0.136, 0.032], [0.209, 0.723, -0.027], [0.269, -0.260, -0.037], [0.348, -0.281, 0.288], [0.107, -0.217, 0.293], [-0.035, -0.480, 0.689], [-0.584, 0.710, -0.450], [-0.503, 0.460, 0.026], [0.582, -0.089, 0.365], [-0.698, -0.015, -0.698], [0.848, 0.313, 0.560], [-0.414, -0.190, -0.488], [-0.060, 0.039, -0.034], [0.167, 0.304, 0.053], [0.119, -0.176, -0.283], [0.064, -0.128, -0.030], [0.242, -0.300, -0.088], [-0.352, 0.001, -0.216], [-0.030, -0.376, 0.019], [0.012, -0.067, 0.298], [0.285, 0.101, 0.241], [0.227, -0.033, -0.060], [-0.003, -0.045, -0.113], [-0.024, 0.059, 0.070], [-0.169, 0.046, 0.161], [-0.055, -0.211, 0.164], [0.333, 0.042, -0.141], [0.736, 0.314, -0.208], [-0.176, 0.264, 1.894], [1.422, -0.773, -0.272], [-0.623, 0.695, 1.067], [-0.935, 0.049, -0.576], [-1.429, 0.285, -0.305], [0.078, 0.176, -0.507], [0.070, -0.227, -0.409], [-0.111, 0.061, -0.040], [-0.416, -0.329, -0.051], [-0.080, 0.119, -0.384], [-0.213, -0.180, -0.373], [0.000, -0.098, -0.122], [0.081, -0.298, -0.259], [0.341, 0.086, 0.035], [0.382, 0.049, 0.117], [0.164, -0.116, 0.195], [0.058, 0.104, 0.207], [0.418, 0.044, -0.388], [0.404, 0.011, -0.001], [0.111, -0.049, 0.416], [-0.196, -0.267, -0.196], [1.094, -0.151, -0.693], [0.208, -1.055, 0.523], [0.420, -0.526, -0.302], [-1.206, 1.077, 0.171], [0.331, -0.095, 0.611], [0.362, -0.583, 0.746], [0.577, -0.932, 0.082], [-0.198, -0.110, -0.234], [-0.611, 0.098, 0.326], [-0.154, 0.376, 0.096], [-0.139, 0.379, -0.080], [-0.038, -0.005, -0.261], [0.137, -0.365, 0.161], [0.089, -0.050, -0.125], [-0.106, 0.025, 0.107], [-0.095, -0.098, -0.669], [0.401, -0.239, -0.103], [0.384, 0.336, -0.588], [-0.231, 0.567, 0.060], [-0.390, 0.021, 0.019], [-0.241, 0.704, -0.144], [-0.318, 0.143, 0.179], [-0.838, -0.295, 0.457], [-1.086, 0.878, 0.095], [0.397, -0.261, -0.693], [0.437, 0.695, 0.349], [-0.842, -0.967, -0.922], [-1.024, -0.883, 0.373], [0.468, 0.439, 1.232], [0.457, 0.233, -0.445], [0.496, -0.312, 0.145], [0.036, 0.009, 0.232], [0.163, 0.103, -0.025], [0.232, -0.377, 0.012], [0.059, -0.082, 0.064], [0.001, 0.101, -0.046], [-0.028, 0.153, 0.124], [0.081, 0.382, 0.211], [0.228, -0.034, 0.330], [0.357, 0.084, -0.351], [0.333, 0.204, -0.192], [0.018, 0.033, -0.129], [0.001, -0.177, -0.282], [0.044, 0.013, -0.621], [0.560, 0.674, 0.714], [-1.182, 0.433, -1.893], [1.654, -0.347, -0.229], [0.133, 0.842, 0.945], [-1.510, -0.450, -0.207], [-0.237, -0.776, 0.981], [-0.459, 0.108, 0.038], [-0.154, 0.039, -0.321], [-0.259, -0.245, 0.244], [0.060, -0.331, -0.045], [0.311, -0.198, 0.066], [0.284, 0.142, 0.264], [-0.109, -0.375, -0.476], [-0.268, 0.228, -0.306], [0.127, 0.019, 0.122], [0.308, 0.114, 0.029], [0.570, -0.119, 0.031], [-0.225, 0.143, -0.061], [0.108, 0.461, -0.080], [0.265, -0.011, 0.060], [0.087, -0.154, 0.090], [-0.148, -0.067, 0.018], [-0.106, 0.814, 0.799], [0.885, 0.645, -1.222], [-0.519, 0.109, 0.322], [-0.549, -1.231, -0.302], [-0.080, 0.532, -0.034], [-0.052, -0.331, -0.026], [0.266, -0.120, -0.078], [-0.003, -0.335, 0.529], [-0.252, -0.130, 0.140], [0.176, 0.439, 0.071], [0.144, -0.089, -0.155], [-0.082, 0.189, 0.235], [0.133, -0.420, -0.284]], "lowdin_charge": [0.499, -0.429, -0.035, -0.033, -0.080, -0.062, -0.036, -0.542, -0.141, -0.194, -0.148, -0.544, -0.200, -0.311, -0.026, -0.054, -0.039, 0.056, 0.085, 0.080, 0.112, 0.114, 0.070, 0.107, 0.117, 0.103, 0.086, 0.063, 0.076, 0.078, 0.046, 0.085, 0.079, 0.047, 0.060, -0.087, -0.269, -0.202, -0.247, -0.083, -0.262, -0.075, 0.073, 0.069, 0.051, 0.112, 0.114, 0.109, 0.098, 0.068, 0.075, 0.059, 0.108, 0.101, 0.052, 0.065, 0.072, -0.087, -0.238, -0.186, -0.284, -0.091, -0.264, -0.095, 0.063, 0.075, 0.036, 0.101, 0.117, 0.100, 0.125, 0.052, 0.063, 0.080, 0.109, 0.103, 0.065, 0.076, 0.065, -0.076, -0.286, -0.227, -0.245, -0.072, -0.221, -0.082, 0.057, 0.081, 0.068, 0.109, 0.111, 0.087, 0.116, 0.048, 0.053, 0.081, 0.088, 0.101, 0.064, 0.068, 0.067, -0.093, -0.281, -0.194, -0.244, -0.075, -0.275, -0.086, 0.072, 0.072, 0.059, 0.106, 0.111, 0.077, 0.115, 0.070, 0.066, 0.072, 0.107, 0.116, 0.051, 0.064, 0.084, -0.070, -0.264, -0.170, -0.280, -0.085, -0.256, -0.085, 0.038, 0.078, 0.047, 0.104, 0.101, 0.116, 0.105, 0.067, 0.068, 0.067, 0.089, 0.095, 0.060, 0.063, 0.070, -0.175, -0.154, -0.183, -0.166, -0.203, 0.091, 0.108, 0.107, 0.096, 0.114, 0.110, 0.121, 0.119]}